Record 1
Molecular formula: C4H11FN2OP
Method: DFT, ωB97M-V with the def2-TZVPD basis set

Computed properties:
orbital gap = 7.388 eV
E_HOMO = -12.7 eV

```
! wB97M-V def2-TZVPD RIJCOSX def2/J DEFGRID3
* xyz 1 1
N -1.2041 -1.5180 2.8885
P 0.1118 -0.9547 2.2675
C -0.1040 -0.4677 0.4761
C -0.0889 0.9619 0.1471
N 0.8601 1.2523 -0.6342
C 1.7142 0.0972 -0.8967
C 0.7888 -1.0593 -0.6391
F -0.0495 -1.2126 -1.7331
H -1.9687 -1.5629 2.2286
H 0.4904 0.2191 2.9525
H 1.1742 -1.8773 2.3512
H -1.1136 -0.7682 0.2087
H -0.8301 1.6389 0.5274
H 1.0216 2.1811 -1.0101
H 2.3471 0.1033 -1.7651
H 2.3870 0.0846 -0.0374
H 1.3039 -1.9840 -0.4442
O -2.4020 1.8884 -2.0265
H -1.6501 1.2913 -1.9737
H -2.7881 1.6866 -2.8874
*
```

Record 2
Molecular formula: C22H39ClFIN2O6P2S2
Method: DFT, ωB97M-V with the def2-TZVPD basis set

Computed properties:
orbital gap = 6.344 eV
E_HOMO = -7.0 eV

```
! wB97M-V def2-TZVPD RIJCOSX def2/J DEFGRID3
* xyz 0 1
C -3.4142 -2.7375 -1.6255
C -2.2563 -3.3752 -0.5995
P -0.5950 -2.5618 -0.5883
C 0.5057 -3.4809 -1.7040
C 2.0055 -3.0596 -2.1149
C -0.1560 -1.1418 0.5238
P 1.6960 -1.5728 0.9943
S 2.0934 -3.4546 1.3063
C -0.9377 -1.3720 1.9103
I -3.1310 -1.0187 1.9770
C -0.8029 -2.7116 2.7848
C -1.7878 -2.7222 4.1459
F -0.9928 -4.0275 2.1961
O -0.3393 -0.4104 2.9062
S -1.5273 0.8081 2.7449
O -1.7060 1.3242 4.2301
O -0.8416 1.9304 1.8849
C 0.1770 1.6904 0.7805
C -0.1341 3.1555 0.2219
C 0.5852 3.8654 -1.2060
C 1.7731 5.1109 -0.8922
O 2.1039 3.6074 -1.4949
N 1.4644 1.5925 1.5258
C 2.7584 1.9499 0.9657
C 3.9357 1.0941 0.2011
O 3.2386 3.2045 1.2352
C 1.5177 2.1865 2.9058
C 2.1751 1.1888 4.0823
O 1.2099 3.3963 3.3574
C -0.2748 0.3840 -0.1838
C -1.7793 0.7329 -0.7092
C -2.0754 1.5995 -2.0270
C -3.7542 1.6070 -2.1564
Cl -4.3700 3.3673 -1.8435
C 0.6520 0.3853 -1.5671
N 0.2490 -0.4533 -2.7270
C 0.8560 -0.0054 -4.0346
H -4.2492 -2.1655 -1.0284
H -2.8237 -2.0688 -2.3865
H -3.9109 -3.6144 -2.2510
H -2.7936 -3.6004 0.4401
H -2.0993 -4.4730 -1.0534
H 0.6057 -4.6012 -1.2880
H -0.0690 -3.6530 -2.7421
H 2.1991 -3.4410 -3.2301
H 2.8373 -3.6255 -1.4715
H 2.2979 -1.9379 -2.1030
H 2.6235 -1.2841 -0.0640
H 2.1308 -0.8657 2.1899
H 0.2732 -2.7120 3.3079
H -1.8699 -1.6750 4.6572
H -2.8028 -3.2761 3.9667
H -1.2177 -3.4059 4.9454
H 0.1903 3.9702 1.0328
H -1.2818 3.4062 0.0042
H -0.1713 4.0895 -2.2011
H 2.0868 5.8347 -1.7467
H 1.9179 5.2119 0.2542
H 3.7730 0.9263 -0.9418
H 5.0203 1.5916 0.2856
H 4.0509 0.0836 0.8260
H 3.0142 0.5139 3.6255
H 1.3350 0.5953 4.6528
H 2.7258 1.9027 4.8650
H -2.3176 -0.3194 -0.8895
H -2.4972 1.2466 0.0965
H -1.8282 2.7398 -1.9924
H -1.7315 1.1944 -3.0617
H -4.0976 1.3560 -3.2484
H -4.2648 0.9567 -1.3269
H 0.6808 1.4519 -2.1028
H 1.7911 0.1760 -1.3660
H -0.7436 -0.7240 -2.7929
H 1.4264 -0.9542 -4.4801
H 0.0068 0.2349 -4.8356
H 1.6618 0.8395 -3.9523
*
```

Record 3
Molecular formula: C10H6F4S
Method: DFT, ωB97M-V with the def2-TZVPD basis set

Computed properties:
orbital gap (spin up / spin down) = 6.110 / 6.317 eV
E_HOMO (spin up / spin down) = -7.9 / -9.5 eV

```
! wB97M-V def2-TZVPD RIJCOSX def2/J DEFGRID3
* xyz 0 3
C 1.4432 -1.8960 -1.4250
C 0.0441 -1.9075 -1.3448
C -0.3817 1.2133 0.6093
C 0.0648 0.0508 -0.0212
C 1.4981 0.1775 -0.1818
C 2.0649 -0.9857 -0.7408
C -0.6849 -1.0504 -0.6365
C 1.8910 1.3613 0.1890
C 0.8134 2.1188 0.9093
C -3.2096 -0.1575 0.6860
F 3.4295 -1.1288 -0.7013
F 3.8340 1.8729 0.6811
F 0.5618 3.3743 0.4356
F 1.1061 2.2502 2.2004
S -2.4294 -1.2867 -0.5920
H 1.9000 -2.8785 -1.6847
H -0.5518 -2.5337 -1.9646
H -1.4182 1.3942 0.6333
H -3.9344 -0.7015 1.1968
H -3.6294 0.6622 0.2310
H -2.4115 0.0510 1.5207
*
```

Record 4
Molecular formula: C4H13NO2
Method: DFT, ωB97M-V with the def2-TZVPD basis set

Computed properties:
orbital gap = 7.581 eV
E_HOMO = -6.8 eV
SMILES = C/C=C/NC.O.O

```
! wB97M-V def2-TZVPD RIJCOSX def2/J DEFGRID3
* xyz 0 1
C -1.9215 0.5088 -1.5110
C -0.6232 0.5419 -0.7312
C -0.7292 0.5077 0.6294
N -0.3909 -0.5151 1.4896
C -0.8348 -0.4133 2.8827
H -2.8405 0.2393 -0.9374
H -2.2182 1.3254 -2.1748
H -2.0267 -0.2827 -2.2901
H 0.3024 0.3399 -1.2183
H -1.5644 1.1017 0.9658
H 0.5149 -0.9529 1.2949
H -1.9247 -0.2775 2.8915
H -0.4387 -1.3467 3.3428
H -0.3349 0.4721 3.3082
O 0.8064 -0.7160 -2.9297
H 1.7697 -0.7171 -2.9946
H 0.5104 -1.6302 -3.0931
O 2.9472 0.3002 0.5297
H 2.2514 0.0223 1.1288
H 3.1485 1.2243 0.6952
*
```